DFT (the ωB97M-V functional and the def2-TZVPD basis) results for an isolated molecule of C5H10O.

Computed properties:
Energy above the lowest of the compared OMol25 structures with the same formula, charge and spin, kcal/mol: 62.55
LUMO, eV: 0.92
Spin multiplicity: 1
SMILES: CC[C@@]1(C)CO1

Last column: Löwdin charge in e.
Positions of all 16 atoms, in Å:
C 1.59398 0.22307 0.55543  -0.0502
C 0.82634 0.26273 -0.89931  -0.1214
C -0.42972 -0.01038 -0.26384  -0.3695
C -0.80057 -1.40197 0.05202  -0.0411
C -1.33722 1.11289 0.15078  -0.2990
O -1.89624 0.63733 -0.94928  -0.0771
H 1.52337 -0.67969 1.16423  0.0713
H 1.38658 1.08630 1.18504  0.0782
H 2.64234 0.28573 0.25243  0.0672
H 1.17727 -0.47935 -1.61751  0.1177
H 0.95191 1.27965 -1.26455  0.1195
H -0.30454 -2.18715 -0.51989  0.0915
H -0.62628 -1.65720 1.09870  0.0851
H -1.86746 -1.55582 -0.10221  0.0951
H -0.90982 2.11609 0.09349  0.1150
H -1.92705 0.96152 1.05995  0.1178

=====

DFT (the ωB97M-V functional and the def2-TZVPD basis) results for an isolated molecule of C2HClN2S.

Computed properties:
Energy above the lowest of the compared OMol25 structures with the same formula, charge and spin, kcal/mol: 96.45
LUMO (alpha / beta), eV: -1.11 / -1.11
Spin multiplicity: 1
SMILES: S=C=C/N=N/Cl

Last column: Löwdin charge in e.
Positions of all 7 atoms, in Å:
S -0.37628 2.88523 0.18566  0.8349
C -0.29891 1.36060 -0.02543  -0.6138
C -0.80238 0.12817 -0.08416  -0.2469
N -0.07255 -1.01711 -0.21108  -0.0557
N 1.25458 -1.15420 -0.06091  -0.5950
Cl 2.04564 -2.52261 0.14221  0.6250
H -1.75009 0.31993 0.05371  0.0515

=====

DFT (the ωB97M-V functional and the def2-TZVPD basis) results for an isolated molecule of C2H4N2O2.

Computed properties:
Energy above the lowest of the compared OMol25 structures with the same formula, charge and spin, kcal/mol: 212.22
LUMO, eV: -0.12
Spin multiplicity: 1
SMILES: C=NO/C=N\O

Last column: Löwdin charge in e.
Positions of all 10 atoms, in Å:
C 0.53865 1.80794 0.45955  0.0317
N 0.51228 0.50839 -0.13339  -0.1194
O 0.59622 -0.47533 0.80531  -0.1743
C -0.42521 -1.50597 0.38034  -0.1023
N -1.07187 -1.55283 -0.82536  -0.0135
O -0.36255 -1.07539 -1.98080  -0.1546
H 0.32037 1.98432 1.71124  0.1223
H 0.42661 2.96803 0.08284  0.1064
H -1.04933 -2.14070 1.29463  0.1809
H 0.51482 -0.51846 -1.79435  0.1228

=====

DFT (the ωB97M-V functional and the def2-TZVPD basis) results for C27H14Cl2F3GaN4O2 as an isolated structure.

Computed properties:
LUMO, eV: -0.88
Spin multiplicity: 1

Last column: Löwdin charge in e.
Positions of all 53 atoms, in Å:
Ga -0.39759 1.17963 -0.36410  0.5762
Cl -2.94438 7.48510 -0.76050  0.6518
C -1.79833 6.17498 -0.82234  -0.6509
C -2.26215 4.85103 -0.92969  -0.0197
C -1.38193 3.80215 -0.63995  -0.2097
N -1.83007 2.47749 -0.48217  0.0665
C -3.09932 2.20483 -0.07534  -0.3887
O -4.02848 3.05930 -0.10597  0.0111
C -3.36634 0.88960 0.53930  -0.1435
C -4.62819 0.61888 1.11054  0.0022
C -4.89117 -0.62049 1.57481  -0.0514
C -3.87979 -1.59897 1.43147  -0.0330
C -2.60290 -1.25410 0.96669  -0.1167
N -2.37197 -0.04403 0.48663  0.0769
C -0.04990 3.99732 -0.45505  -0.1881
C 0.41832 5.30044 -0.55695  -0.0539
C -0.38809 6.37706 -0.75115  -0.6889
Cl 0.25684 7.96342 -0.60127  0.6746
N 0.69035 2.81635 -0.12109  0.0714
C 1.79211 2.96361 0.62182  -0.4397
O 2.32778 3.99281 1.07903  0.0498
C 2.25383 1.62392 1.05676  -0.1215
C 3.48657 1.31788 1.48793  0.0075
C 3.86929 -0.00202 1.57545  -0.0192
C 2.89634 -0.97155 1.45379  -0.0271
C 1.60764 -0.59221 1.15775  -0.1146
N 1.24755 0.64807 0.90909  0.0862
H -3.38265 4.67654 -0.81984  0.1203
H -5.35287 1.41768 1.03906  0.1238
H -5.90755 -0.78604 1.93315  0.1194
H -4.14468 -2.68860 1.62532  0.1272
H -1.84578 -1.99423 0.82039  0.0915
H 1.51897 5.38627 -0.40724  0.1254
H 4.24075 2.06321 1.67441  0.1329
H 4.89297 -0.28510 1.59149  0.1131
H 3.25786 -1.95272 1.53376  0.0997
H 0.85124 -1.34162 1.10332  0.1083
F 3.86858 -6.00816 -0.18557  0.0786
C 2.64787 -6.45951 -0.69990  -0.5104
F 2.96260 -7.26756 -1.76263  0.1242
F 2.01827 -7.23476 0.21849  0.1315
C 1.92095 -5.22760 -1.06794  -0.1393
C 2.71654 -4.24675 -1.71650  0.0063
C 2.15840 -2.98530 -1.90362  0.0053
C 0.79065 -2.78089 -1.51324  -0.2467
C -0.02671 -3.86915 -1.03671  -0.0197
C 0.61280 -5.02717 -0.70955  -0.0315
C 0.10929 -1.55273 -1.63068  -0.1044
C -0.26545 -0.33661 -1.50217  0.0036
H 3.73303 -4.48602 -1.99076  0.1228
H 2.74797 -2.09655 -2.27869  0.1417
H -1.12187 -3.74584 -0.95921  0.1249
H 0.07278 -5.83129 -0.14064  0.1440

=====

DFT (the ωB97M-V functional and the def2-TZVPD basis) results for a 2-piece molecular cluster, C20H36NO4P overall.

Computed properties:
LUMO, eV: -0.64
Spin multiplicity: 1
SMILES: CC1=C(P(N)O)C(=O)C(CC(C)C)=C(CCCO)C1=O.CCCCCC

Last column: Löwdin charge in e.
Positions of all 62 atoms, in Å:
C 1.54296 -3.83930 -0.36408  -0.0546
C 1.31828 -2.55946 -1.11511  -0.1962
C 2.18684 -2.00776 -1.97338  -0.2156
P 3.87004 -2.75809 -2.15159  0.8418
N 4.68370 -1.69610 -3.18939  -0.1634
O 3.56730 -3.93211 -3.28292  -0.2910
C 1.72749 -0.77934 -2.69191  -0.3410
O 2.05055 -0.53634 -3.83231  0.1170
C 0.77169 0.13316 -1.97811  -0.1078
C 0.81116 1.57420 -2.39139  -0.1136
C 2.21711 2.19345 -2.50564  -0.4094
C 2.07669 3.71478 -2.53588  -0.0859
C 3.16103 1.76966 -1.37339  -0.0497
C -0.10543 -0.42071 -1.13473  -0.0977
C -1.23436 0.27296 -0.42533  -0.1223
C -2.60634 0.07726 -1.10446  -0.1541
C -2.55388 -0.02116 -2.62642  -0.2471
O -2.24415 -1.33122 -3.08526  -0.0516
C 0.00012 -1.88492 -0.86914  -0.2848
O -0.92598 -2.50555 -0.39075  0.1138
H 2.59859 -3.96182 -0.11724  0.0538
H 0.94513 -3.85806 0.54407  0.0807
H 1.22428 -4.70222 -0.95428  0.0931
H 4.90433 -2.06927 -4.10328  0.0472
H 5.52285 -1.34427 -2.74764  0.0257
H 2.97145 -4.60291 -2.93402  0.0424
H 0.32847 1.65349 -3.37131  0.1315
H 0.21332 2.17673 -1.70414  0.1137
H 2.64589 1.89012 -3.46085  0.1252
H 1.33980 4.03231 -3.27578  0.0783
H 3.03220 4.19105 -2.76183  0.0794
H 1.75378 4.08273 -1.55812  0.0778
H 2.92892 0.78197 -0.96884  0.0685
H 4.19416 1.73365 -1.72118  0.0800
H 3.12152 2.47874 -0.54300  0.0785
H -1.28435 -0.15390 0.57816  0.0843
H -1.02942 1.33633 -0.30780  0.1106
H -3.07638 -0.82273 -0.70640  0.1126
H -3.24405 0.93016 -0.85634  0.1103
H -1.77165 0.62892 -3.02339  0.1055
H -3.49999 0.33153 -3.04648  0.1164
H -3.06128 -1.81073 -3.23352  0.0876
C -2.15218 2.40214 5.56491  -0.1118
C -1.14220 1.63552 4.71770  -0.2691
C -1.59346 1.42419 3.27342  -0.2333
C -2.88078 0.61230 3.11539  -0.2244
C -2.84467 -0.78083 3.74446  -0.2598
C -1.76658 -1.67696 3.14580  -0.1042
H -3.09799 1.86478 5.64956  0.0646
H -1.77595 2.56266 6.57597  0.0685
H -2.36287 3.38077 5.12770  0.0745
H -0.93047 0.67033 5.18628  0.0984
H -0.19452 2.18032 4.70881  0.1042
H -0.78528 0.94046 2.71712  0.0915
H -1.73940 2.40139 2.80091  0.1105
H -3.09340 0.50834 2.04550  0.0954
H -3.72141 1.17212 3.53435  0.1024
H -3.82210 -1.24820 3.59957  0.1053
H -2.70438 -0.70433 4.82644  0.0980
H -1.90583 -1.77888 2.06643  0.0571
H -1.79264 -2.67788 3.57835  0.0723
H -0.76630 -1.27344 3.31579  0.0697